(1)
C51H57CoF3N6O4PS3Sb | ωB97M-V with the def2-TZVPD basis set

Summary:
* HOMO level (spin up / spin down): -5.832 / -5.848 eV
* ⟨S²⟩: 0.78
* orbital gap (spin up / spin down): 4.319 / 4.336 eV

Structure (ORCA input):
```
! wB97M-V def2-TZVPD RIJCOSX def2/J DEFGRID3
* xyz 0 2
Co -0.514 0.383 -0.402
C 2.269 1.861 -0.905
O 1.250 1.367 -0.063
C 1.427 1.530 1.292
C 2.481 2.186 1.901
C 2.527 2.262 3.288
C 1.532 1.682 4.059
C 0.480 1.027 3.458
C 0.411 0.944 2.067
N -0.594 0.273 1.405
N -1.496 -0.250 2.153
C -2.528 -0.945 1.696
C -2.716 -1.225 0.302
O -1.946 -0.759 -0.622
C -3.783 -2.091 -0.057
C -4.652 -2.584 0.868
C -4.527 -2.270 2.246
C -5.424 -2.772 3.205
C -5.274 -2.471 4.534
C -4.224 -1.650 4.951
C -3.334 -1.148 4.034
C -3.457 -1.448 2.669
H 3.227 1.417 -0.634
H 2.347 2.952 -0.837
H 2.009 1.580 -1.925
H 3.286 2.613 1.325
H 3.354 2.770 3.757
H 1.586 1.730 5.135
H -0.295 0.545 4.033
H -3.881 -2.337 -1.105
H -5.461 -3.229 0.558
H -6.239 -3.401 2.877
H -5.964 -2.868 5.263
H -4.119 -1.409 5.999
H -2.518 -0.519 4.352
F -0.580 -9.136 -0.578
C -0.343 -7.824 -0.362
C -1.408 -6.984 -0.097
C -1.154 -5.639 0.098
C 0.143 -5.143 0.070
C 1.190 -6.010 -0.204
C 0.956 -7.356 -0.426
Sb 0.381 -2.993 0.363
C 2.579 -2.933 0.445
C 3.429 -3.830 1.141
C 4.810 -3.791 0.928
C 5.376 -3.009 -0.031
F 6.711 -3.025 -0.212
C 4.614 -2.200 -1.038
C 3.179 -2.032 -0.568
C 0.049 -3.101 2.504
C -1.124 -3.674 2.973
C -1.425 -3.668 4.322
C -0.535 -3.068 5.194
F -0.827 -3.039 6.513
C 0.634 -2.478 4.753
C 0.916 -2.494 3.399
H -2.410 -7.381 -0.054
H -1.982 -4.964 0.261
H 2.204 -5.635 -0.247
H 1.762 -8.040 -0.645
H 3.009 -4.480 1.894
H 5.465 -4.383 1.548
H 4.762 -0.373 -1.757
H 2.514 -1.695 -1.363
H -1.827 -4.116 2.282
H -2.340 -4.099 4.699
H 1.301 -2.006 5.458
H 1.815 -2.007 3.050
N 0.504 -1.225 -7.187
C 0.025 -0.078 -6.620
S -0.524 1.131 -7.646
C -0.050 0.045 -5.202
C 0.271 -0.996 -4.296
C 0.139 -0.797 -2.950
N -0.242 0.360 -2.376
C -0.538 1.360 -3.234
C -0.469 1.252 -4.593
H 0.615 -1.200 -8.188
H 1.145 -1.811 -6.679
H 0.592 -1.964 -4.651
H 0.349 -1.618 -2.268
H -0.835 2.298 -2.790
H -0.730 2.088 -5.226
C 3.979 -4.267 -2.397
C 4.672 -2.906 -2.431
C 4.094 -2.050 -3.562
O 5.264 -0.928 -1.148
P 5.563 0.750 0.582
S 7.392 0.669 1.189
S 2.912 -1.103 0.946
O 5.393 1.813 -0.639
C 6.232 2.691 -1.382
C 5.392 3.145 -2.573
C 7.528 2.025 -1.821
H 4.142 -4.784 -3.339
H 2.904 -4.164 -2.251
H 4.376 -4.888 -1.600
H 5.740 -3.062 -2.628
H 3.024 -1.881 -3.440
H 4.242 -2.566 -4.509
H 4.592 -1.086 -3.646
H 6.444 3.553 -0.738
H 5.068 2.277 -3.143
H 5.977 3.793 -3.218
H 4.512 3.688 -2.237
H 7.344 0.982 -2.062
H 8.269 2.068 -1.029
H 7.931 2.519 -2.700
C -0.377 4.790 1.790
C -1.797 4.369 1.389
C -2.730 4.506 2.591
C -2.315 5.241 0.232
N -1.751 2.933 1.064
N -1.319 2.585 -0.247
H -0.379 5.802 2.187
H 0.302 4.762 0.941
H -0.006 4.108 2.551
H -2.686 5.514 2.996
H -2.432 3.805 3.365
H -3.759 4.294 2.305
H -2.444 6.265 0.575
H -3.280 4.878 -0.125
H -1.616 5.261 -0.603
H -2.645 2.487 1.236
H -0.459 3.108 -0.414
H -1.998 2.878 -0.959
*
```

Results of the Mulliken charge analysis, in e, for atoms 1 through 5: 0.383 -1.139 1.450 0.021 -0.599



(2)
C51H60N3O | ωB97M-V with the def2-TZVPD basis set

Summary:
* HOMO level: -8.463 eV
* orbital gap: 3.873 eV

Structure (ORCA input):
```
! wB97M-V def2-TZVPD RIJCOSX def2/J DEFGRID3
* xyz 1 1
C 5.317 1.037 3.711
O 4.681 -0.260 3.723
C 3.328 -0.322 3.671
C 2.505 0.825 3.578
C 1.176 0.664 3.238
C 0.598 -0.616 3.185
C -0.783 -0.742 2.860
N -1.291 -1.897 2.274
C -0.579 -2.931 1.575
C -0.857 -4.282 1.848
C -2.064 -4.741 2.666
C -1.667 -5.136 4.085
C -2.854 -5.854 1.970
C 0.048 -5.246 1.383
C 1.134 -4.891 0.589
C 1.291 -3.567 0.182
C 0.413 -2.579 0.625
C 0.439 -1.200 -0.037
C -0.362 -1.220 -1.341
C 1.857 -0.663 -0.217
N -2.638 -1.858 2.271
N -2.975 -0.628 2.736
C -4.383 -0.299 2.735
C -5.250 -1.009 3.589
C -4.686 -2.018 4.587
C -5.609 -3.201 4.882
C -4.237 -1.309 5.859
C -6.611 -0.726 3.553
C -7.126 0.169 2.617
C -6.274 0.762 1.684
C -4.901 0.509 1.715
C -4.005 1.035 0.588
C -4.083 2.551 0.462
C -4.284 0.317 -0.735
C -1.833 0.132 3.090
C -1.795 1.434 3.627
C 1.394 -1.755 3.503
C 2.747 -1.621 3.655
H 6.376 0.788 3.795
H 5.115 1.564 2.767
H 4.993 1.652 4.564
H 2.913 1.822 3.743
H 0.533 1.514 3.033
H -2.732 -3.876 2.717
H -1.082 -4.338 4.558
H -2.558 -5.316 4.701
H -1.056 -6.049 4.074
H -3.127 -5.549 0.954
H -2.271 -6.781 1.908
H -3.778 -6.062 2.524
H -0.110 -6.296 1.646
H 1.848 -5.651 0.261
H 2.093 -3.315 -0.512
H -0.075 -0.514 0.645
H -1.360 -1.638 -1.160
H -0.479 -0.205 -1.739
H 0.137 -1.843 -2.095
H 2.394 -0.689 0.739
H 2.415 -1.256 -0.956
H 1.825 0.381 -0.559
H -3.794 -2.434 4.101
H -5.927 -3.685 3.950
H -5.064 -3.943 5.480
H -6.498 -2.887 5.443
H -3.574 -0.469 5.617
H -5.106 -0.908 6.400
H -3.702 -2.005 6.516
H -7.279 -1.205 4.274
H -8.194 0.383 2.594
H -6.666 1.430 0.917
H -2.978 0.798 0.882
H -3.766 3.010 1.405
H -3.408 2.894 -0.330
H -5.099 2.893 0.233
H -4.141 -0.764 -0.620
H -5.313 0.493 -1.075
H -3.593 0.668 -1.510
H -2.696 2.037 3.549
H -1.070 1.616 4.413
H 0.917 -2.729 3.613
H 3.393 -2.488 3.780
C 1.636 6.715 -0.483
C 1.110 5.958 0.690
C 1.689 4.733 1.031
C 1.215 4.003 2.098
C 0.159 4.490 2.925
C -0.142 3.899 4.198
C -0.658 4.685 5.254
C -0.064 4.685 6.514
C -0.030 5.758 7.465
C 0.454 5.472 8.775
C 0.688 6.476 9.696
C 0.454 7.815 9.364
C 0.819 8.878 10.355
C -0.119 8.113 8.120
C -0.376 7.115 7.182
C -0.432 5.732 2.544
C 0.058 6.450 1.470
H 1.179 7.706 -0.556
H 2.727 6.820 -0.426
H 1.418 6.172 -1.410
H 2.537 4.383 0.438
H 1.727 3.080 2.378
H 0.412 2.996 4.431
H -1.518 5.346 5.060
H 0.517 3.801 6.804
H 0.680 4.437 9.031
H 1.072 6.245 10.691
H 0.591 9.878 9.981
H 0.313 8.745 11.320
H 1.896 8.845 10.565
H -0.336 9.157 7.890
H -0.787 7.369 6.203
H -1.225 6.156 3.168
H -0.365 7.426 1.222
*
```

Results of the Mulliken charge analysis, in e, for atoms 1 through 5: -0.786 -0.452 0.369 -0.219 -0.186



(3)
C51H61ClI2N4O3S | ωB97M-V with the def2-TZVPD basis set

Summary:
* HOMO level: -7.737 eV
* structure (SMILES): CCCCN1c2c(N)c(CCCO)c(CCCCl)c(N)c2Sc2c(I)c(OCC)c(N(C)C(C)=O)c(I)c21.c1ccccc1.c1ccccc1.c1ccccc1.c1ccccc1
* orbital gap: 7.262 eV

Structure (ORCA input):
```
! wB97M-V def2-TZVPD RIJCOSX def2/J DEFGRID3
* xyz 0 1
C 0.250 2.334 5.703
C 0.682 3.292 4.402
C 0.698 2.293 3.060
C 2.276 1.964 2.771
N 2.549 1.045 1.608
C 3.300 1.710 0.477
C 4.950 1.681 0.512
N 5.591 0.953 1.701
C 5.869 2.367 -0.706
C 7.510 2.196 -0.511
C 7.949 0.609 -0.544
C 8.808 0.170 -1.872
O 9.798 1.167 -2.323
C 5.181 3.155 -2.011
C 6.159 3.794 -3.159
C 5.606 3.679 -4.697
C 4.992 2.218 -5.113
Cl 3.527 2.584 -6.251
C 3.529 3.170 -2.024
N 2.762 3.850 -3.138
C 2.614 2.451 -0.834
S 0.717 2.423 -0.886
C 0.311 0.741 -0.076
C -0.948 -0.216 -0.520
I -2.218 0.547 -2.175
C -1.216 -1.660 0.254
O -2.330 -2.498 -0.215
C -1.885 -3.144 -1.466
C -3.117 -3.806 -2.354
C -0.276 -2.148 1.502
N -0.413 -3.397 2.327
C -1.830 -3.741 2.699
C 0.385 -4.566 1.810
C 1.200 -5.463 2.961
O 0.550 -4.936 0.538
C 0.993 -1.136 1.906
I 2.299 -1.765 3.590
C 1.335 0.276 1.146
H 1.138 1.652 6.046
H -0.666 1.642 5.471
H -0.003 3.062 6.602
H -0.071 4.181 4.301
H 1.797 3.643 4.629
H 0.273 2.913 2.165
H 0.045 1.363 3.367
H 2.932 2.933 2.644
H 2.686 1.407 3.744
H 5.258 -0.054 1.638
H 5.177 1.296 2.603
H 7.724 2.566 0.603
H 8.143 2.895 -1.204
H 8.642 0.377 0.393
H 7.011 -0.108 -0.422
H 9.426 -0.801 -1.568
H 8.114 -0.184 -2.773
H 10.172 1.627 -1.511
H 7.228 3.263 -3.150
H 6.350 4.927 -2.880
H 4.836 4.532 -5.003
H 6.551 3.856 -5.405
H 5.729 1.567 -5.790
H 4.542 1.593 -4.232
H 1.872 4.294 -2.760
H 3.334 4.698 -3.433
H -1.151 -4.046 -1.227
H -1.279 -2.429 -2.188
H -2.790 -3.671 -3.494
H -3.132 -4.987 -2.184
H -4.158 -3.302 -2.173
H -1.895 -4.571 3.532
H -2.344 -4.226 1.737
H -2.514 -2.807 2.965
H 2.367 -5.518 2.717
H 1.138 -4.856 3.988
H 0.728 -6.519 3.139
C -8.632 -3.724 -0.822
C -7.309 -3.938 -0.437
C -6.532 -2.871 0.015
C -7.078 -1.588 0.077
C -8.398 -1.373 -0.318
C -9.176 -2.441 -0.766
H -9.238 -4.557 -1.167
H -6.882 -4.936 -0.487
H -5.502 -3.038 0.318
H -6.474 -0.757 0.431
H -8.822 -0.373 -0.275
H -10.206 -2.274 -1.071
C -1.420 -5.808 -5.595
C -0.607 -5.540 -6.696
C -1.029 -5.895 -7.977
C -2.261 -6.523 -8.157
C -3.069 -6.800 -7.054
C -2.650 -6.441 -5.774
H -1.094 -5.525 -4.597
H 0.354 -5.053 -6.556
H -0.397 -5.682 -8.835
H -2.591 -6.797 -9.155
H -4.028 -7.294 -7.194
H -3.281 -6.655 -4.915
C 5.601 4.273 4.011
C 6.446 5.341 3.715
C 6.640 6.358 4.650
C 5.984 6.308 5.880
C 5.131 5.244 6.172
C 4.940 4.226 5.239
H 5.455 3.477 3.285
H 6.956 5.381 2.755
H 7.302 7.188 4.420
H 6.137 7.098 6.610
H 4.615 5.208 7.129
H 4.277 3.395 5.468
C -12.852 1.553 0.421
C -12.857 2.609 1.332
C -12.047 2.557 2.466
C -11.233 1.447 2.691
C -11.234 0.387 1.784
C -12.042 0.440 0.649
H -13.478 1.597 -0.465
H -13.493 3.473 1.159
H -12.049 3.382 3.174
H -10.599 1.407 3.572
H -10.604 -0.481 1.962
H -12.041 -0.385 -0.059
*
```

Results of the Mulliken charge analysis, in e, for atoms 1 through 5: -0.952 -0.277 -0.040 -0.456 0.936